(1)
This record from OMol25 describes 4 unconnected molecules or ions with the total composition C15H23BF4O10. The level of theory is ωB97M-V/def2-TZVPD.

multiplicity = 1
orbital gap = 0.36137 hartree
DFT total energy = -1762.0824 hartree
SMILES = O=C1OC[C@@H](F)O1.O=C1OC[C@@H](F)O1.O=C1OC[C@@H](F)O1.CCOCBC[C@H](C)F
HOMO energy = -9.41 eV

Geometry (Å):
C: 0.9655 -2.2732 1.8967
C: 1.2085 -1.3260 0.7187
O: 2.1395 -0.2926 0.9736
C: 1.7096 0.5691 2.0273
B: 0.2619 1.1579 1.7526
C: -0.8888 1.0415 2.8025
C: -2.3181 1.1577 2.2954
C: -2.7004 0.1399 1.2232
F: -2.4654 2.4634 1.7498
H: 0.0514 -2.0425 2.4447
H: 0.8661 -3.2968 1.5358
H: 1.8069 -2.2454 2.5904
H: 0.2546 -0.8845 0.3859
H: 1.6049 -1.8957 -0.1194
H: 1.7849 0.0647 3.0004
H: 2.4322 1.3928 2.0386
H: 0.0808 1.7715 0.7430
H: -0.7895 0.1458 3.4257
H: -0.7107 1.8908 3.4858
H: -3.0256 1.1215 3.1253
H: -1.8738 -0.5217 0.9657
H: -3.5353 -0.4842 1.5391
H: -3.0050 0.6661 0.3203
C: 0.2168 -5.3871 -1.4189
C: 0.3528 -4.3498 -2.5169
O: -0.7230 -3.4680 -2.2463
C: -1.0533 -3.5767 -0.9311
O: -1.7507 -2.8200 -0.3432
O: -0.4343 -4.6464 -0.3839
F: 0.2048 -4.8719 -3.7566
H: -0.4302 -6.2013 -1.7497
H: 1.1658 -5.7663 -1.0538
H: 1.2778 -3.7819 -2.4674
C: 3.9973 -1.8937 -4.2257
C: 4.3516 -0.8273 -3.2013
O: 3.7487 -1.3209 -2.0197
C: 3.5607 -2.6529 -2.1424
O: 3.2202 -3.3748 -1.2614
O: 3.8059 -3.0536 -3.4088
F: 3.8131 0.3727 -3.5073
H: 3.0572 -1.6359 -4.7156
H: 4.7712 -2.0883 -4.9606
H: 5.4194 -0.6945 -3.0210
C: -2.8765 5.4530 0.7375
C: -3.0149 6.5703 1.7543
O: -3.4731 7.6532 0.9755
C: -4.0424 7.1689 -0.1661
O: -4.6608 7.8204 -0.9363
O: -3.8162 5.8412 -0.2681
F: -1.8283 6.9014 2.3232
H: -1.8697 5.4642 0.3160
H: -3.1105 4.4672 1.1213
H: -3.7336 6.3789 2.5531

natural (NBO) atomic charge list, values in e, 2 entries: number 1, C, carries -0.657; number 2, C, carries -0.068


(2)
This record from OMol25 describes 2 unconnected molecules or ions with the total composition C3H9OPS at a distorted geometry. The level of theory is ωB97M-V/def2-TZVPD.

multiplicity = 1
orbital gap (alpha / beta) = 0.28701 / 0.28679 hartree
DFT total energy = -934.3893 hartree
HOMO energy (alpha / beta) = -8.87 / -8.86 eV
energy above the lowest of the compared OMol25 structures with the same formula, charge and spin = 93.5 kcal/mol

Geometry (Å):
C: -1.6487 1.1600 -0.4312
C: 0.5103 -0.5434 1.7179
C: -0.5630 0.0922 -0.8195
O: 1.8722 -2.0784 -1.0823
P: 1.0361 0.0927 0.1446
S: 2.4399 1.4119 0.0603
H: -2.6710 0.7561 -0.2582
H: -1.3457 1.8440 0.3901
H: -1.8178 1.7327 -1.2820
H: 1.2150 -1.1702 2.2731
H: 0.1028 0.3708 2.1916
H: -0.2952 -1.2767 1.6489
H: -0.1516 0.3079 -1.8990
H: -0.8153 -0.9046 -0.6986
H: 2.1320 -1.7951 -1.9555

natural (NBO) atomic charge list, values in e, 2 entries: number 1, C, carries -0.624; number 2, C, carries -1.048


(3)
This record from OMol25 describes 10 unconnected molecules or ions with the total composition C45H103Cl2N3O11P at a distorted geometry. The level of theory is ωB97M-V/def2-TZVPD.

multiplicity = 1
orbital gap = 0.23146 hartree
DFT total energy = -4029.5714 hartree
total charge = +1
HOMO energy = -10.58 eV

Geometry (Å):
C: 0.1022 0.3066 4.4305
C: 0.0361 1.8202 4.7867
N: 0.7285 2.1387 6.0680
N: 1.9038 2.6934 5.9499
C: 2.5189 2.9669 7.0605
Cl: 4.0570 3.7242 6.9502
C: 2.0248 2.6923 8.3559
N: 2.7177 2.9508 9.4921
C: 2.3920 3.9552 10.2543
C: 1.7967 3.7847 11.6120
C: 2.6624 5.3678 9.7936
C: 0.7538 2.1132 8.3950
O: 0.1969 1.8584 9.5936
C: 0.1034 1.8196 7.2021
P: -1.6206 1.0219 7.1202
O: -2.5535 2.3617 7.1524
Cl: -1.9053 -0.0020 8.8804
H: 0.5586 -0.2636 5.2409
H: -0.9166 -0.0478 4.2942
H: 0.6679 0.1816 3.5121
H: -0.9771 2.2168 4.7708
H: 0.5735 2.3388 3.9963
H: 2.1775 4.5735 12.2660
H: 2.0978 2.8439 12.0737
H: 0.7089 3.8647 11.5679
H: 2.5612 6.0927 10.5969
H: 3.6983 5.3855 9.4537
H: 2.0048 5.6015 8.9507
H: 0.8065 1.2598 10.0569
H: -2.0722 3.1585 7.4115
C: -1.8607 0.3388 -0.9496
C: -1.6739 -0.7491 0.0900
O: -2.0065 -0.3427 1.4141
C: -3.3458 0.0732 1.6160
C: -4.3772 -0.9959 1.3007
H: -1.2691 1.2203 -0.6933
H: -1.5492 -0.0201 -1.9303
H: -2.9021 0.6540 -1.0283
H: -0.6226 -1.0400 0.1160
H: -2.2366 -1.6483 -0.1828
H: -3.5496 0.9873 1.0473
H: -3.4220 0.3407 2.6727
H: -4.3554 -1.2859 0.2500
H: -5.3803 -0.6300 1.5236
H: -4.1924 -1.8920 1.8954
C: 5.3591 0.4439 6.8886
C: 5.8963 -0.6166 7.8361
O: 6.7554 -1.5483 7.2166
C: 7.9301 -1.0231 6.6198
C: 8.8437 -0.2988 7.5933
H: 4.8360 -0.0235 6.0504
H: 4.6657 1.1024 7.4110
H: 6.1564 1.0616 6.4727
H: 5.0623 -1.1959 8.2354
H: 6.3906 -0.1518 8.6969
H: 7.6697 -0.3741 5.7752
H: 8.4597 -1.8781 6.2006
H: 8.3651 0.5798 8.0293
H: 9.7479 0.0349 7.0837
H: 9.1287 -0.9602 8.4123
C: 7.1384 -1.0323 2.3109
C: 6.5259 -0.0499 1.3274
O: 5.1215 -0.1834 1.1885
C: 4.3437 0.0067 2.3496
C: 4.4914 1.3807 2.9741
H: 6.9050 -2.0579 2.0212
H: 8.2221 -0.9136 2.3371
H: 6.7622 -0.8849 3.3255
H: 6.9432 -0.2288 0.3386
H: 6.7862 0.9818 1.5915
H: 4.5579 -0.7794 3.0841
H: 3.3056 -0.1324 2.0404
H: 5.5105 1.5642 3.3188
H: 3.8253 1.4771 3.8351
H: 4.2427 2.1601 2.2517
C: 10.3995 1.5229 -4.3242
C: 10.5825 0.4375 -3.2773
O: 10.1833 0.8241 -1.9738
C: 8.8279 1.1949 -1.8177
C: 7.8430 0.0940 -2.1734
H: 10.9448 2.4238 -4.0389
H: 10.7696 1.1809 -5.2910
H: 9.3512 1.7990 -4.4482
H: 11.6408 0.1873 -3.2030
H: 10.0670 -0.4818 -3.5770
H: 8.6138 2.1049 -2.3893
H: 8.7081 1.4556 -0.7646
H: 7.9093 -0.1927 -3.2235
H: 6.8208 0.4263 -1.9838
H: 8.0377 -0.7991 -1.5759
C: -4.6662 1.5201 -5.5224
C: -3.4188 0.8951 -4.9235
O: -3.6884 -0.1600 -4.0174
C: -4.3900 -1.2744 -4.5408
C: -3.6727 -1.9703 -5.6851
H: -5.3256 1.8872 -4.7331
H: -4.3983 2.3550 -6.1711
H: -5.2367 0.8069 -6.1188
H: -2.8784 1.6509 -4.3514
H: -2.7369 0.5571 -5.7117
H: -5.4024 -0.9803 -4.8393
H: -4.5019 -1.9743 -3.7113
H: -3.5508 -1.3169 -6.5496
H: -4.2381 -2.8454 -6.0083
H: -2.6778 -2.2934 -5.3726
C: 1.7449 -4.2981 -1.3717
C: 1.3645 -2.9051 -1.8442
O: 1.7813 -1.8762 -0.9667
C: 3.1732 -1.7579 -0.7277
C: 3.9949 -1.4886 -1.9747
H: 1.3381 -4.4878 -0.3767
H: 1.3559 -5.0507 -2.0574
H: 2.8265 -4.4283 -1.3135
H: 0.2767 -2.8340 -1.8986
H: 1.7379 -2.7186 -2.8576
H: 3.5453 -2.6444 -0.2010
H: 3.2857 -0.9230 -0.0430
H: 3.9328 -2.3086 -2.6922
H: 5.0445 -1.3564 -1.7099
H: 3.6435 -0.5848 -2.4757
C: -0.8975 -8.3747 -5.5272
C: -0.3370 -7.0189 -5.9220
O: -1.3109 -5.9933 -5.9910
C: -2.0133 -5.7138 -4.7957
C: -1.1208 -5.2738 -3.6473
H: -1.6838 -8.6785 -6.2196
H: -0.1088 -9.1276 -5.5407
H: -1.3289 -8.3628 -4.5251
H: 0.0948 -7.0877 -6.9206
H: 0.4789 -6.7259 -5.2510
H: -2.6248 -6.5747 -4.5030
H: -2.7079 -4.9084 -5.0371
H: -0.4167 -6.0542 -3.3556
H: -1.7237 -5.0254 -2.7720
H: -0.5391 -4.3946 -3.9322
C: -8.6810 1.4133 -10.0389
C: -8.7834 1.0692 -8.5628
O: -7.8145 1.7130 -7.7554
C: -7.8339 3.1303 -7.7557
C: -9.1447 3.7220 -7.2689
H: -7.6866 1.1733 -10.4184
H: -9.4193 0.8496 -10.6100
H: -8.8561 2.4739 -10.2242
H: -8.6164 -0.0009 -8.4340
H: -9.7918 1.2741 -8.1855
H: -7.5781 3.5128 -8.7500
H: -7.0309 3.4448 -7.0872
H: -9.9805 3.4498 -7.9147
H: -9.0867 4.8109 -7.2446
H: -9.3742 3.3642 -6.2642
C: -8.9500 0.9698 -4.2773
C: -8.9991 2.2794 -3.5106
O: -10.3123 2.7163 -3.2142
C: -11.0983 1.8476 -2.4197
C: -10.5057 1.5621 -1.0500
H: -9.5173 1.0506 -5.2058
H: -7.9185 0.7104 -4.5197
H: -9.3757 0.1445 -3.7039
H: -8.5475 3.0630 -4.1207
H: -8.4013 2.2191 -2.5936
H: -11.2962 0.9143 -2.9585
H: -12.0610 2.3439 -2.2962
H: -9.5460 1.0476 -1.1185
H: -11.1809 0.9302 -0.4717
H: -10.3440 2.4925 -0.5033

Mulliken atomic charge list, values in e, 2 entries: number 1, C, carries -0.831; number 2, C, carries -1.053


(4)
This record from OMol25 describes a molecular structure, C4H10N3OS at a distorted geometry. The level of theory is ωB97M-V/def2-TZVPD.

multiplicity = 1
orbital gap = 0.33395 hartree
DFT total energy = -795.7691 hartree
total charge = +1
HOMO energy = -13.70 eV
energy above the lowest of the compared OMol25 structures with the same formula, charge and spin = 56.8 kcal/mol

Geometry (Å):
C: -1.3024 -1.1986 2.3090
C: 2.6903 1.9252 0.0669
C: 0.3303 0.5672 -1.2184
C: -0.6729 -0.4268 -1.8027
N: -1.9258 -0.7754 3.2229
N: -0.4238 -1.4106 1.4786
N: 0.7513 0.1277 0.0907
O: -1.7633 -0.5336 -0.9154
S: 1.9520 0.7620 0.9255
H: 2.3978 2.2622 -0.9095
H: 3.5403 2.3886 0.5328
H: -0.1485 1.5519 -1.1425
H: 1.1876 0.6393 -1.8962
H: -0.9916 -0.0501 -2.7797
H: -0.1923 -1.4031 -1.9445
H: -2.8818 -0.5916 3.4457
H: -0.1264 -2.3446 1.2583
H: 0.0788 -0.5270 0.6411
H: -2.4996 -0.9627 -1.3624

natural (NBO) atomic charge list, values in e, 2 entries: number 1, C, carries 0.729; number 2, C, carries -0.642


(5)
This record from OMol25 describes 4 unconnected molecules or ions with the total composition C4H14O3 at a distorted geometry. The level of theory is ωB97M-V/def2-TZVPD.

multiplicity = 1
orbital gap = 0.36530 hartree
DFT total energy = -386.4322 hartree
SMILES = C/C=C/C.O.O.O
HOMO energy = -9.56 eV
energy above the lowest of the compared OMol25 structures with the same formula, charge and spin = 59.3 kcal/mol

Geometry (Å):
C: 0.6135 -2.0079 -0.0086
C: 1.7150 -2.6175 0.2648
C: 2.9590 -2.3911 -0.6727
C: -0.5380 -2.4327 0.7998
H: 0.5677 -1.3555 -0.9510
H: 1.7466 -3.1480 1.2445
H: 3.8299 -2.8863 -0.2325
H: 2.9123 -2.7360 -1.6963
H: 3.2270 -1.3270 -0.7295
H: -1.2599 -3.0390 0.1813
H: -1.1325 -1.6105 1.2397
H: -0.2001 -3.2235 1.5533
H: -0.2723 0.9194 -2.0716
H: 0.1278 2.2425 -1.3207
O: -0.4921 1.7670 -1.8127
H: -0.6883 6.1996 -0.0277
H: -0.0371 7.1771 0.8230
O: -0.8053 6.5267 0.9476
H: -4.0338 0.5365 0.9774
H: -3.7505 1.9887 0.8599
O: -4.4889 1.4176 0.6320

natural (NBO) atomic charge list, values in e, 2 entries: number 1, C, carries -0.200; number 2, C, carries -0.183


(6)
This record from OMol25 describes a molecular structure, C16H22CoN5OS2 at a distorted geometry. The level of theory is ωB97M-V/def2-TZVPD.

multiplicity = 1
orbital gap (alpha / beta) = 0.25647 / 0.25710 hartree
DFT total energy = -3150.5129 hartree
total charge = +2
HOMO energy (alpha / beta) = -14.90 / -14.90 eV
energy above the lowest of the compared OMol25 structures with the same formula, charge and spin = 1.8 kcal/mol

Geometry (Å):
Co: 0.1450 -0.8657 0.8887
S: 2.1101 -1.6444 0.8085
C: 1.8928 -1.4920 2.5579
C: 2.7022 -1.7388 3.6562
C: 2.1591 -1.4288 4.8955
C: 0.8773 -0.8811 4.9973
C: 0.1430 -0.6555 3.8436
N: 0.6597 -0.9915 2.6595
H: 3.6957 -2.1400 3.5436
H: 2.7361 -1.6056 5.7897
H: 0.4537 -0.6341 5.9575
H: -0.8546 -0.2344 3.8476
C: -1.4001 0.7473 -2.4789
N: -0.7101 -0.4440 -2.9482
C: 0.1486 -0.2162 -4.1219
C: -0.7416 -1.5843 -2.3121
S: -1.2023 -1.6691 -0.6048
N: -0.4848 -2.7059 -2.9255
C: -0.1758 -3.9414 -2.1902
C: -0.7802 -2.9192 -4.3635
H: -1.8518 1.2233 -3.3436
H: -0.6806 1.4273 -2.0304
H: -2.1858 0.4903 -1.7587
H: 0.6410 0.7433 -3.9603
H: -0.4205 -0.1708 -5.0462
H: 0.9063 -0.9911 -4.1917
H: 0.4266 -3.7206 -1.3046
H: 0.3990 -4.5627 -2.8715
H: -1.0955 -4.4502 -1.9072
H: -1.4270 -2.1228 -4.7295
H: -1.3188 -3.8636 -4.4251
H: 0.1258 -2.9801 -4.9597
N: -2.0046 4.9057 2.1449
C: -1.9585 3.5709 1.9705
O: -2.8548 2.8207 2.2748
C: -0.6868 2.9774 1.4035
C: 0.4208 3.6584 0.9324
C: 1.5035 2.9520 0.4285
C: 1.4597 1.5749 0.4093
N: 0.3831 0.9265 0.8639
C: -0.6662 1.5970 1.3484
H: -2.8375 5.3002 2.5513
H: -1.2304 5.5189 1.9627
H: 0.4633 4.7375 0.9393
H: 2.3804 3.4574 0.0569
H: 2.2752 0.9715 0.0423
H: -1.5399 1.0536 1.6993

natural (NBO) atomic charge list, values in e, 2 entries: number 1, Co, carries 0.920; number 2, S, carries 0.081


(7)
This record from OMol25 describes a molecular structure, C4H9NO2S at a distorted geometry. The level of theory is ωB97M-V/def2-TZVPD.

multiplicity = 1
orbital gap = 0.18937 hartree
DFT total energy = -761.0455 hartree
HOMO energy = -9.17 eV
energy above the lowest of the compared OMol25 structures with the same formula, charge and spin = 136.8 kcal/mol

Geometry (Å):
O: 0.3971 -2.3520 -0.9237
C: -0.6064 -1.7938 -0.4943
O: -1.6007 -2.1941 0.0786
C: -0.6066 -0.1326 -0.6844
C: -0.7754 0.3549 0.7251
C: -0.3885 1.8242 0.6659
S: 1.3328 1.9769 0.5341
N: 0.6458 0.2143 -1.2476
H: 0.8766 -2.9649 1.7277
H: -1.4591 0.0552 -1.3424
H: -1.8252 0.2544 1.0049
H: -0.1464 -0.2027 1.4186
H: -0.8338 2.3040 -0.2094
H: -0.8233 2.3151 1.5461
H: 0.8390 -3.0566 2.4514
H: 1.1249 1.1024 -0.8613
H: 1.2275 -0.6403 -1.2187

natural (NBO) atomic charge list, values in e, 2 entries: number 1, O, carries -0.671; number 2, C, carries 0.795


(8)
This record from OMol25 describes a single C8H8O3 molecule at a distorted geometry. The level of theory is ωB97M-V/def2-TZVPD.

multiplicity = 1
orbital gap = 0.35302 hartree
DFT total energy = -535.2671 hartree
SMILES = COC(=O)c1cccc(O)c1
HOMO energy = -9.02 eV
energy above the lowest of the compared OMol25 structures with the same formula, charge and spin = 78.1 kcal/mol

Geometry (Å):
C: 2.7047 -2.1410 -0.8017
C: 0.6242 -1.0792 -0.9152
C: -0.3148 -0.0919 -0.2835
C: -1.5806 0.0515 -0.8783
C: -2.4470 1.0284 -0.3096
C: -2.1188 1.7227 0.8927
C: -0.8818 1.5487 1.3137
C: 0.0617 0.5937 0.8357
H: 2.2459 -3.0766 -0.8064
H: 2.8717 -1.8109 -1.6857
H: 3.6817 -2.0231 -0.0835
H: -1.7599 -0.5547 -1.9895
H: -3.5913 1.1702 -0.8446
H: -2.6414 2.4485 1.3366
H: 0.3321 2.2808 2.7276
H: 1.2310 0.5461 1.2429
O: 1.7393 -1.1830 -0.3134
O: 0.3396 -1.7754 -1.8886
O: -0.4964 2.3451 2.4509

natural (NBO) atomic charge list, values in e, 2 entries: number 1, C, carries -0.215; number 2, C, carries 0.778


Q: Look up the DFT total energy of the second one.
A: -934.3893 hartree